{"formula": "C50H132CrO26S12", "method": "ωB97M-V/def2-TZVPD", "e_tot_ev": -265648.5302, "spin_multiplicity": 4, "total_charge": 1, "symbols": ["Cr", "O", "C", "C", "O", "H", "H", "H", "H", "C", "S", "O", "C", "H", "H", "H", "H", "H", "H", "C", "S", "O", "C", "H", "H", "H", "H", "H", "H", "C", "S", "O", "C", "H", "H", "H", "H", "H", "H", "C", "S", "O", "C", "H", "H", "H", "H", "H", "H", "C", "S", "O", "C", "H", "H", "H", "H", "H", "H", "C", "S", "O", "C", "H", "H", "H", "H", "H", "H", "C", "S", "O", "C", "H", "H", "H", "H", "H", "H", "C", "S", "O", "C", "H", "H", "H", "H", "H", "H", "C", "S", "O", "C", "H", "H", "H", "H", "H", "H", "C", "S", "O", "C", "H", "H", "H", "H", "H", "H", "C", "S", "O", "C", "H", "H", "H", "H", "H", "H", "C", "S", "O", "C", "H", "H", "H", "H", "H", "H", "C", "O", "C", "C", "O", "C", "C", "O", "C", "H", "H", "H", "H", "H", "H", "H", "H", "H", "H", "H", "H", "H", "H", "C", "O", "C", "C", "O", "C", "C", "O", "C", "H", "H", "H", "H", "H", "H", "H", "H", "H", "H", "H", "H", "H", "H", "C", "O", "C", "C", "O", "C", "C", "O", "C", "H", "H", "H", "H", "H", "H", "H", "H", "H", "H", "H", "H", "H", "H", "C", "O", "C", "C", "O", "C", "C", "O", "C", "H", "H", "H", "H", "H", "H", "H", "H", "H", "H", "H", "H", "H", "H"], "positions_angstrom": [[0.662572, 1.061499, -2.053053], [0.483238, 2.271884, -0.524196], [-0.792976, 1.824588, -0.081722], [-0.888172, 0.311381, 0.057422], [-0.381689, -0.264424, -1.140534], [-1.553277, 2.088151, -0.807179], [-1.032818, 2.447794, 0.848881], [-1.906197, -0.024976, 0.376216], [-0.286483, -0.106971, 0.903471], [3.185166, 0.889177, 0.749350], [2.649001, -0.490822, -0.195168], [2.428772, 0.176484, -1.571521], [4.170131, -1.358912, -0.286758], [2.256650, 1.383486, 0.916185], [3.991590, 1.445554, 0.268456], [3.491556, 0.558683, 1.731397], [3.978597, -2.146329, -1.013900], [4.351671, -1.741099, 0.684269], [4.981982, -0.669165, -0.602837], [1.650131, 4.353568, 1.430777], [3.324909, 5.023600, 1.407428], [4.044122, 3.829301, 1.963102], [3.524831, 5.071091, -0.298106], [1.013641, 5.104025, 1.079241], [1.600311, 4.108356, 2.497956], [1.408595, 3.488866, 0.817341], [2.826097, 5.793579, -0.747465], [3.491788, 4.120412, -0.796024], [4.515330, 5.535694, -0.389881], [-4.540065, 0.014931, -1.684738], [-5.344497, 1.102788, -2.939475], [-4.360174, 1.263317, -4.081388], [-6.607495, 0.034121, -3.503467], [-3.550297, 0.415654, -1.699496], [-4.616403, -1.012717, -2.131184], [-5.121641, 0.037712, -0.724131], [-7.060559, 0.565155, -4.322876], [-7.359040, -0.124238, -2.710618], [-6.242131, -0.893500, -3.905651], [0.674233, -1.921195, -5.533736], [0.200391, -1.475572, -3.831723], [0.789268, -0.025122, -3.784704], [-1.633396, -1.273120, -4.146022], [1.711852, -2.184590, -5.687991], [0.274350, -1.134287, -6.162615], [0.107496, -2.842469, -5.809680], [-1.838063, -2.245575, -4.617937], [-1.710595, -0.493906, -4.901746], [-2.207514, -1.022070, -3.334868], [-0.938107, -4.547012, -2.342979], [-0.939580, -5.377929, -3.979224], [-1.028541, -4.263792, -4.987044], [-2.655151, -5.918013, -3.935251], [-1.085039, -5.200381, -1.488657], [-1.713800, -3.764728, -2.276444], [0.017257, -4.005695, -2.226020], [-2.868997, -6.654683, -3.153459], [-2.728778, -6.415761, -4.921259], [-3.147463, -4.952803, -3.859042], [2.322569, 2.425799, -5.518931], [3.056333, 2.589593, -3.927586], [1.884309, 2.497999, -2.965210], [3.882891, 0.992849, -4.019086], [1.709572, 3.242481, -5.852783], [1.594910, 1.613372, -5.402173], [3.115492, 2.193463, -6.189715], [4.900989, 1.127387, -4.418854], [3.298658, 0.329623, -4.588267], [3.891515, 0.710893, -2.941142], [7.758104, 1.935497, -2.838656], [6.548749, 3.062229, -2.239709], [5.461415, 2.265105, -1.575658], [7.509707, 3.793243, -0.920604], [7.813052, 1.106002, -2.073157], [8.750008, 2.360265, -2.979316], [7.504769, 1.434318, -3.743533], [6.755365, 4.214321, -0.288179], [8.154578, 4.564350, -1.336793], [7.999521, 3.010485, -0.352758], [-8.392593, 1.824582, 0.684969], [-8.623140, 0.065208, 0.780734], [-7.611613, -0.444106, -0.218849], [-8.002369, -0.183602, 2.457189], [-7.350893, 2.110816, 0.798571], [-8.903003, 2.272646, 1.548027], [-8.805598, 2.181976, -0.277959], [-7.887671, -1.275394, 2.445215], [-8.892417, 0.098808, 3.011301], [-7.048631, 0.252409, 2.580270], [-6.752835, -4.071665, -0.575572], [-5.902125, -4.810758, -1.821601], [-4.496413, -4.547568, -1.597702], [-6.152210, -6.476948, -1.290490], [-7.821518, -4.266504, -0.651808], [-6.648392, -2.996167, -0.600069], [-6.225618, -4.582673, 0.311731], [-5.584170, -6.547588, -0.333841], [-5.831222, -7.166226, -2.058132], [-7.195256, -6.533986, -1.102123], [-0.151901, 4.540757, -2.490990], [-0.810880, 3.451026, -3.751127], [-0.924280, 2.089150, -3.020140], [-2.517255, 4.019864, -3.665579], [-0.574056, 4.153787, -1.536256], [-0.411016, 5.586274, -2.714309], [0.898467, 4.357615, -2.409208], [-2.990150, 3.836633, -2.698859], [-3.203357, 3.495969, -4.340904], [-2.451354, 5.124662, -3.981764], [2.364283, -5.107018, 2.441139], [2.511926, -4.654436, 0.716429], [3.966767, -4.350150, 0.490732], [2.260997, -6.278038, -0.025038], [2.197704, -4.222517, 3.052418], [3.329648, -5.525161, 2.655594], [1.525954, -5.767708, 2.691892], [1.318097, -6.787466, 0.211986], [3.146162, -6.828041, 0.356577], [2.386060, -6.188209, -1.064264], [4.817495, -4.355942, -5.627582], [4.727528, -3.181763, -4.214850], [3.772622, -2.108245, -4.734792], [3.873025, -4.261016, -3.107198], [5.589621, -5.156153, -5.374306], [5.127372, -3.751333, -6.472916], [3.749235, -4.637298, -5.839771], [2.887781, -4.288238, -3.497031], [3.930121, -3.744964, -2.164116], [4.402724, -5.229291, -3.155140], [-2.189961, 1.523427, 3.108910], [-2.405975, 2.877844, 2.858825], [-1.542820, 3.855259, 3.387029], [-2.324945, 5.076875, 3.791946], [-1.451356, 6.166459, 3.980364], [-0.696905, 6.225606, 5.226309], [0.761355, 5.963022, 5.045112], [1.091049, 4.562044, 4.912960], [2.448780, 4.472215, 4.725083], [-1.343678, 1.102057, 2.530455], [-3.036659, 0.868385, 2.831500], [-1.947071, 1.455669, 4.169930], [-0.753651, 4.234259, 2.675139], [-1.054282, 3.362995, 4.237308], [-2.947068, 5.001317, 4.686798], [-3.087150, 5.338422, 3.071722], [-1.185920, 5.587656, 5.948343], [-0.646191, 7.276520, 5.514458], [1.286326, 6.384161, 5.911434], [1.211589, 6.585655, 4.173688], [2.797353, 5.120255, 3.872312], [2.708425, 3.498201, 4.362702], [2.999853, 4.694568, 5.567480], [-0.261059, -2.214292, 4.041861], [1.062686, -1.934095, 4.385881], [1.633717, -0.891343, 3.594918], [3.065452, -0.644680, 4.016702], [3.961110, -1.631043, 3.495869], [5.352319, -1.300604, 3.663170], [6.307452, -2.485094, 3.681345], [7.539852, -1.865517, 3.324949], [8.647599, -2.707331, 3.480285], [-0.857510, -1.276617, 4.288798], [-0.631541, -3.018848, 4.714157], [-0.356442, -2.401135, 2.999533], [1.111919, 0.052252, 3.804166], [1.438790, -1.098928, 2.500675], [3.037869, -0.870200, 5.088038], [3.271593, 0.428976, 3.812511], [5.381276, -0.666244, 4.535422], [5.683328, -0.704452, 2.761372], [5.843476, -3.219975, 2.931254], [6.494288, -2.993985, 4.599408], [9.512417, -2.131471, 3.212044], [8.556478, -3.622502, 2.869976], [8.749221, -3.059437, 4.542462], [-2.960881, -2.468492, 1.594590], [-2.774027, -3.788395, 2.080691], [-2.120369, -4.679567, 1.154685], [-1.980578, -6.023655, 1.759646], [-0.948069, -6.824346, 1.042301], [-1.086538, -8.209658, 1.320037], [-0.976568, -8.505705, 2.757923], [0.371614, -8.207418, 3.166362], [0.886367, -9.109466, 4.132883], [-3.392310, -1.786875, 2.350431], [-3.667829, -2.547135, 0.772052], [-2.027298, -2.068273, 1.184067], [-1.100286, -4.310861, 0.881281], [-2.608831, -4.791795, 0.154355], [-2.906784, -6.593262, 1.631375], [-1.870098, -5.904849, 2.830220], [-0.347542, -8.789702, 0.740633], [-2.149001, -8.516321, 0.977737], [-1.221557, -9.507161, 3.014789], [-1.663301, -7.878175, 3.342008], [1.959618, -8.925507, 4.225567], [0.757380, -10.191620, 3.888384], [0.438214, -8.900507, 5.095465], [0.397252, 8.169273, -1.200893], [0.159927, 6.891048, -0.501323], [-0.356353, 6.940172, 0.794466], [-1.720853, 7.470238, 1.090696], [-2.819034, 6.703200, 0.572388], [-2.881473, 6.841098, -0.788176], [-4.197705, 6.318400, -1.254154], [-4.195500, 4.926884, -1.321700], [-3.965316, 4.235412, -0.068632], [0.341555, 9.079150, -0.520127], [-0.391122, 8.344501, -1.966275], [1.373822, 8.096436, -1.669875], [0.379962, 7.384242, 1.544546], [-0.424053, 5.929894, 1.111931], [-1.830804, 8.529012, 0.758793], [-1.873479, 7.409198, 2.142034], [-1.992159, 6.368724, -1.261819], [-2.946086, 7.880352, -1.232541], [-4.313396, 6.780999, -2.265795], [-5.053965, 6.778093, -0.683565], [-4.758770, 4.582916, 0.647570], [-2.981094, 4.370548, 0.138337], [-3.998826, 3.148389, -0.286083]], "forces_ev_per_angstrom": [[0.3, 0.5, -0.5], [-0.4, -1.8, -0.8], [0.0, 1.5, 1.8], [0.8, -0.7, 0.7], [-0.4, 0.8, 0.0], [-0.4, 0.2, -0.4], [0.0, -1.1, -0.8], [0.2, 0.3, -0.9], [0.1, 0.5, -0.2], [0.2, -0.4, 0.8], [-0.5, 0.7, -0.2], [-0.1, -0.6, 0.5], [0.4, 0.8, -1.7], [-0.5, 1.2, -0.2], [-0.3, 0.1, -0.2], [0.4, -0.3, 0.2], [0.4, -0.1, 0.2], [0.2, -0.7, 0.9], [-0.5, -0.4, 0.1], [0.9, -0.2, 0.9], [-1.5, -1.9, 1.2], [1.0, 0.4, -0.2], [1.1, 1.5, -1.5], [-1.0, 1.1, 0.1], [-0.8, 0.2, -0.4], [0.8, -0.3, -0.3], [-0.1, -0.3, 0.3], [-0.1, -0.6, -0.1], [0.0, -0.3, -0.5], [-2.0, -0.9, -0.9], [1.2, 0.7, 0.2], [-0.6, -0.4, 0.8], [-1.1, -0.2, 0.2], [0.8, 0.0, 0.5], [0.5, 0.8, 0.6], [0.7, 0.2, -0.9], [-0.3, 0.3, -0.3], [0.4, 0.0, -0.2], [0.4, -0.5, 0.0], [-1.7, -1.2, -0.2], [-0.1, 1.2, -0.8], [-0.5, -0.9, 0.3], [2.7, -1.0, -2.9], [0.4, 0.6, 0.5], [0.4, 0.4, -0.1], [0.3, 0.7, 0.5], [-0.4, 0.3, 0.4], [0.0, 0.1, 0.0], [-0.9, 0.4, 2.3], [0.3, 0.9, -0.1], [-0.4, 0.7, 0.9], [0.3, -0.5, 0.2], [0.9, -0.7, -0.6], [0.1, -0.5, -0.2], [0.0, -0.4, -0.4], [-0.2, -0.4, -0.1], [0.0, 0.4, 0.0], [-0.5, 0.5, 0.4], [-0.6, -0.4, 0.0], [-1.4, -0.4, 0.1], [0.3, 0.1, 0.1], [0.2, -0.2, 0.1], [0.7, 1.0, 1.9], [0.2, 0.9, 0.0], [0.4, -0.3, -0.2], [0.4, -0.2, -0.8], [-0.4, 0.0, 0.2], [-0.6, -1.0, -0.6], [0.3, -0.1, -1.0], [1.0, -1.8, 1.4], [-1.0, 0.7, -0.2], [0.4, 0.0, -0.2], [-0.1, -0.4, -0.3], [0.1, 0.9, -0.5], [-0.1, 0.3, 0.2], [-0.7, 0.0, -0.8], [-0.4, 0.5, 0.4], [0.2, -0.1, 0.2], [0.4, 0.0, 0.0], [-0.7, 0.8, 0.4], [0.9, 0.1, -1.1], [-0.3, -0.3, 0.5], [-1.3, -1.5, -1.7], [0.3, -0.3, -0.3], [-0.3, 0.1, -0.4], [0.2, -0.2, 0.6], [-0.1, 0.2, 0.5], [0.5, 0.2, 0.8], [0.7, 0.9, 0.6], [-0.3, -0.1, 3.1], [-1.0, -1.0, -3.7], [2.8, 0.7, 0.5], [0.7, 0.3, 0.8], [0.0, -0.3, 0.2], [0.4, 0.3, 0.1], [-1.3, 1.3, -0.5], [-0.3, -0.3, -0.7], [0.1, -0.2, 0.0], [-1.0, -0.6, 0.2], [-0.9, 0.0, 0.6], [-0.9, -1.0, 1.0], [0.5, 0.1, -0.3], [-0.2, 1.3, -1.0], [0.0, 0.6, -0.6], [0.1, -0.4, 0.1], [0.6, 0.1, -0.2], [0.7, 0.5, 0.2], [0.7, -0.1, -0.4], [-0.4, -1.5, 0.7], [-0.6, 0.1, 0.3], [-0.6, 0.4, -0.4], [-0.3, -0.2, 0.1], [0.8, -0.7, 1.7], [0.3, 0.4, -0.2], [0.4, -0.4, 0.4], [0.2, -0.2, -0.5], [0.2, 0.5, 0.2], [-0.6, -0.1, -0.2], [0.1, 0.3, -1.4], [-0.1, -0.1, 0.8], [0.1, 1.0, -2.1], [0.7, -1.1, 0.9], [0.9, 0.0, -0.3], [-1.4, 0.8, -0.6], [0.3, 0.0, 0.0], [1.1, -0.3, 0.4], [-1.2, -0.4, -0.1], [-0.1, -0.5, 0.6], [-0.4, 0.4, 0.4], [1.2, -0.4, 0.2], [-1.5, 0.6, -1.6], [0.6, -0.9, 0.1], [-0.4, 0.3, 1.0], [0.7, 0.7, 0.3], [-0.2, 0.4, -1.7], [1.2, -0.4, -0.8], [-1.4, 1.7, 0.1], [0.5, -0.1, -3.0], [-0.1, 0.3, 0.3], [0.0, 0.9, 0.3], [-0.1, -0.7, 0.2], [-0.7, -0.7, 0.4], [0.4, 0.6, 0.1], [0.2, -0.7, 0.4], [0.2, 0.2, -0.9], [0.1, -0.1, 0.5], [-0.9, 0.1, 0.3], [0.0, -0.2, 0.3], [-1.0, -1.1, 0.9], [-0.3, -0.1, 1.0], [0.0, -0.8, 0.1], [1.3, 0.6, 2.1], [-0.9, 1.5, 2.0], [1.2, 0.0, -0.2], [-0.8, -0.3, -0.5], [-0.3, -1.0, 0.4], [0.3, 0.1, -0.8], [-0.9, 0.9, -0.8], [-0.8, 0.3, -1.6], [-0.4, -0.4, -0.4], [-0.3, -1.0, 0.9], [0.1, -1.0, -0.4], [0.3, 0.4, -0.8], [-0.3, -0.6, -1.0], [-0.2, 0.0, 0.1], [0.6, 0.1, 0.8], [0.1, 0.8, 0.2], [0.6, -0.7, 0.0], [0.6, 0.2, 0.4], [-0.3, -0.3, 0.9], [1.2, 0.7, 0.6], [-0.5, -0.4, 1.0], [0.5, 0.1, -0.2], [0.1, 0.3, -0.1], [0.0, 0.4, -0.6], [-0.1, -0.4, -0.8], [0.4, -0.8, 0.0], [0.7, 1.4, -1.5], [-0.1, -1.7, -0.6], [-0.7, 1.3, 1.0], [-2.1, -0.2, -1.3], [1.1, 1.0, 1.4], [-0.2, -0.6, -0.2], [0.3, -0.2, -0.1], [0.4, -0.7, 0.0], [-0.2, 0.4, -0.3], [0.0, 0.1, 0.2], [-0.4, 0.1, 0.5], [-0.3, 0.5, 0.8], [-0.2, 0.1, 0.0], [0.8, -0.2, 0.3], [-0.2, 0.5, 0.1], [1.4, 0.1, 0.4], [-0.2, -1.2, -0.1], [0.1, -0.1, -0.1], [-0.1, 0.1, -0.1], [-0.1, 0.7, -0.1], [-0.2, -0.1, 0.4], [-1.1, 0.1, 1.2], [0.4, 1.6, -1.2], [0.8, 0.4, 1.5], [-1.0, 1.1, -0.8], [1.3, 1.2, 1.1], [-0.4, 0.8, -1.9], [-0.2, 0.5, -0.9], [-1.1, -0.9, -0.1], [-3.1, -0.4, -1.8], [0.3, -1.3, -0.5], [0.5, -0.3, 0.4], [0.0, 0.1, 0.0], [-0.7, 0.0, -0.9], [-0.1, -1.0, 0.1], [-0.1, -0.4, 0.2], [0.3, 0.2, 0.9], [-0.8, 0.0, -0.1], [0.7, -0.1, 1.2], [-0.2, -1.1, 0.3], [0.8, -0.6, 0.0], [1.2, -0.5, -0.2], [2.7, 0.8, 1.7], [-0.7, 0.5, 0.0]], "lowdin_spin": [2.89, 0.01, 0.01, 0.01, 0.03, 0.00, 0.00, 0.00, 0.00, 0.00, 0.01, 0.01, 0.00, 0.00, 0.00, 0.00, 0.00, 0.00, 0.00, 0.00, 0.00, 0.00, 0.00, 0.00, 0.00, 0.00, 0.00, 0.00, 0.00, 0.00, 0.00, 0.00, 0.00, 0.00, 0.00, 0.00, 0.00, 0.00, 0.00, 0.00, 0.00, 0.01, 0.00, 0.00, 0.00, 0.00, 0.00, 0.00, 0.00, 0.00, 0.00, 0.00, 0.00, 0.00, 0.00, 0.00, 0.00, 0.00, 0.00, 0.00, 0.00, 0.01, 0.00, 0.00, 0.00, 0.00, 0.00, 0.00, 0.00, 0.00, 0.00, 0.00, 0.00, 0.00, 0.00, 0.00, 0.00, 0.00, 0.00, 0.00, 0.00, 0.00, 0.00, 0.00, 0.00, 0.00, 0.00, 0.00, 0.00, 0.00, 0.00, 0.00, 0.00, 0.00, 0.00, 0.00, 0.00, 0.00, 0.00, 0.00, 0.00, 0.01, 0.00, 0.00, 0.00, 0.00, 0.00, 0.00, 0.00, 0.00, 0.00, 0.00, 0.00, 0.00, 0.00, 0.00, 0.00, 0.00, 0.00, 0.00, 0.00, 0.00, 0.00, 0.00, 0.00, 0.00, 0.00, 0.00, 0.00, 0.00, 0.00, 0.00, 0.00, 0.00, 0.00, 0.00, 0.00, 0.00, 0.00, 0.00, 0.00, 0.00, 0.00, 0.00, 0.00, 0.00, 0.00, 0.00, 0.00, 0.00, 0.00, 0.00, 0.00, 0.00, 0.00, 0.00, 0.00, 0.00, 0.00, 0.00, 0.00, 0.00, 0.00, 0.00, 0.00, 0.00, 0.00, 0.00, 0.00, 0.00, 0.00, 0.00, 0.00, 0.00, 0.00, 0.00, 0.00, 0.00, 0.00, 0.00, 0.00, 0.00, 0.00, 0.00, 0.00, 0.00, 0.00, 0.00, 0.00, 0.00, 0.00, 0.00, 0.00, 0.00, 0.00, 0.00, 0.00, 0.00, 0.00, 0.00, 0.00, 0.00, 0.00, 0.00, 0.00, 0.00, 0.00, 0.00, 0.00, 0.00, 0.00, 0.00, 0.00, 0.00, 0.00, 0.00, 0.00, 0.00, 0.00, 0.00, 0.00]}